1.
112
Properties=species:S:1:pos:R:3:lowdin_charge:R:1 method="wB97M-V/def2-TZVPD" total_charge=-2 e_tot_ev=-95687.230
Tl -0.26 -0.17 0.03 1.198
S -2.96 4.75 -3.61 0.418
F 2.45 -4.41 5.48 0.025
O 1.18 1.40 0.41 -0.255
O 2.82 -1.90 -2.55 0.022
O 1.07 -1.00 -1.49 -0.104
O -4.11 3.78 -3.72 -0.720
O -1.89 -1.51 -0.47 -0.222
O 0.97 2.70 -3.82 -0.237
O 1.13 -1.70 1.44 -0.038
O -3.35 -0.34 -4.73 -0.154
N 4.74 -3.35 0.59 0.018
N -0.09 2.00 -3.80 -0.072
N -1.65 4.94 -4.23 -0.504
N -2.05 1.84 -0.24 0.142
N -2.19 0.34 -4.29 0.025
C 2.30 -3.27 3.37 0.094
C 0.88 1.27 4.51 -0.105
C -0.17 3.41 4.59 -0.103
C 0.93 2.68 0.89 -0.446
C -4.69 -1.72 3.77 -0.103
C -0.59 1.96 -5.04 -0.358
C 4.28 -4.61 3.98 0.027
C 2.78 -2.24 -0.22 0.003
C 2.92 3.23 -0.61 -0.008
C -4.08 -3.53 -0.59 -0.020
C 6.25 -4.84 2.55 -0.150
C 4.18 -3.60 1.80 -0.080
C -3.72 0.27 -0.92 -0.055
C 4.03 -2.78 -0.39 0.019
C -1.87 1.26 -5.18 -0.295
C -3.76 -1.28 1.11 -0.144
C 7.00 -3.95 1.57 -0.139
C -4.32 2.34 0.38 0.006
C 4.88 -4.38 2.77 -0.156
C 3.47 5.57 0.76 -0.105
C -2.85 1.67 -6.26 -0.048
C -2.54 3.90 0.90 -0.018
C 2.90 -3.08 2.09 -0.032
C -5.60 -1.58 2.70 -0.086
C -5.15 -1.34 1.37 -0.021
C 2.21 -1.66 -1.50 -0.535
C -4.91 -1.90 -2.10 -0.048
C -2.84 -1.43 2.19 -0.019
C -3.32 1.48 -0.17 -0.265
C -0.18 3.44 0.11 -0.038
C -3.32 -1.68 3.47 -0.099
C 1.08 1.36 3.17 -0.041
C 6.86 -2.81 -0.59 -0.054
C 0.25 2.29 5.25 -0.127
C 2.20 3.51 0.54 -0.132
C 0.06 3.53 3.19 -0.029
C -5.77 -2.85 -2.68 -0.067
C 2.99 -4.12 4.25 -0.230
C 2.54 4.66 1.26 -0.049
C 0.15 2.61 -6.15 -0.104
C -5.66 -4.18 -2.32 -0.113
C -3.25 -1.14 -0.33 -0.431
C -4.81 -4.49 -1.27 -0.101
C 0.72 2.51 2.45 -0.094
C 4.11 5.32 -0.47 -0.119
C -1.64 3.03 0.25 -0.223
C 3.75 4.20 -1.20 -0.067
C 2.15 -2.30 1.08 -0.287
C -3.87 3.50 0.97 -0.072
C 6.16 -3.79 0.30 -0.296
C -4.06 -2.21 -1.07 -0.159
H 7.91 -3.04 -0.47 0.077
H -4.76 -5.53 -0.90 0.102
H 3.64 6.51 1.29 0.090
H -0.14 4.57 0.21 0.146
H -0.41 4.44 2.82 0.098
H 1.33 0.43 5.10 0.112
H 4.17 3.98 -2.21 0.116
H -1.77 -1.50 2.02 0.083
H -4.97 -0.90 -2.45 0.094
H -3.70 2.23 -5.78 0.079
H -0.66 4.22 5.12 0.094
H -4.58 4.09 1.49 0.087
H -5.04 -1.79 4.83 0.098
H -2.36 2.28 -6.95 0.025
H 1.42 0.46 2.63 0.097
H 6.77 -4.99 3.51 0.126
H 6.69 -1.79 -0.25 0.104
H -2.15 4.86 1.33 0.119
H 6.57 -2.88 -1.65 0.093
H -3.16 0.78 -6.83 0.066
H -4.79 0.24 -0.87 0.095
H 0.00 3.25 -0.97 0.144
H 0.03 2.07 6.30 0.095
H -3.43 -3.84 0.24 0.131
H 6.21 -5.83 2.10 0.121
H -6.67 -1.58 2.90 0.089
H 4.49 -2.53 -1.34 0.132
H 1.28 -2.93 3.55 0.128
H -0.42 2.51 -7.05 0.036
H 2.78 2.33 -1.16 0.109
H -6.18 -4.95 -2.89 0.094
H -3.50 -1.06 -4.05 0.070
H -2.57 -1.79 4.24 0.092
H 4.77 6.08 -0.93 0.093
H 0.35 3.70 -5.97 0.070
H 7.14 -2.96 1.99 0.134
H 6.01 -4.74 -0.24 0.161
H 1.12 2.10 -6.19 0.065
H -5.36 1.99 0.50 0.121
H -6.50 -2.53 -3.38 0.092
H -5.88 -1.22 0.54 0.127
H 2.14 4.83 2.24 0.092
H -3.36 0.46 -1.94 0.135
H 7.95 -4.35 1.25 0.113
H 4.70 -5.29 4.74 0.131

---

2.
107
Properties=species:S:1:pos:R:3:lowdin_charge:R:1 method="wB97M-V/def2-TZVPD" total_charge=+1 e_tot_ev=-90909.703
Os 0.12 -0.37 -0.27 1.493
S 2.57 0.21 -1.39 0.523
P -1.04 -1.86 1.36 1.041
O 1.70 -0.95 -1.72 -0.404
O 3.87 -0.07 -0.89 -0.246
O -0.92 0.50 -1.75 -0.316
O 1.70 -1.33 0.95 -0.259
O 1.71 1.02 -0.43 -0.406
N -0.82 0.84 1.14 -0.038
N -1.77 -2.96 0.35 -0.035
N -0.73 -2.03 -1.44 -0.027
C -2.75 1.15 -0.34 -0.047
C 1.22 -3.51 1.87 -0.305
C -4.31 -1.32 3.56 -0.100
C -2.11 -1.50 2.58 -0.317
C 2.74 1.20 -2.84 -0.099
C 1.11 0.31 2.62 -0.024
C 1.43 -1.19 2.38 -0.296
C -1.92 1.48 -1.61 -0.439
C -1.22 -2.73 -3.67 -0.040
C -2.85 1.31 -2.82 -0.129
C -0.21 0.99 2.33 -0.246
C 3.95 -1.09 2.46 -0.016
C -0.33 -2.60 3.84 -0.212
C 2.23 -4.14 2.80 -0.007
C 3.25 -3.18 0.32 -0.018
C -0.49 -5.38 2.04 -0.088
C -1.42 -1.49 3.93 -0.257
C 3.46 -4.44 2.39 -0.051
C -1.93 3.93 -0.87 -0.035
C 4.03 -1.65 5.17 -0.060
C -4.64 0.90 -4.93 -0.083
C -0.17 3.15 -2.28 -0.029
C -1.38 5.21 -0.89 -0.064
C -4.19 -0.17 -4.18 -0.070
C -1.32 2.88 -1.55 -0.163
C -2.02 1.41 0.93 -0.242
C -0.97 -3.94 4.07 -0.029
C 5.16 -1.17 3.12 -0.046
C -0.56 -1.92 -2.78 -0.112
C -2.11 -3.68 -3.19 -0.036
C 5.22 -1.47 4.47 -0.066
C -3.72 -1.50 4.87 -0.083
C 2.82 -1.58 4.51 -0.034
C -0.74 1.80 3.31 -0.004
C -4.19 2.18 -4.63 -0.068
C -2.61 2.20 1.91 0.003
C 3.95 -3.99 1.10 -0.046
C 1.85 -2.79 0.66 -0.201
C 0.45 -4.72 1.37 -0.037
C -1.05 -5.06 3.34 -0.068
C -2.40 -1.61 5.06 -0.063
C -3.31 0.03 -3.13 -0.033
C -1.61 -2.93 -0.99 -0.363
C -2.32 -3.79 -1.84 0.009
C 0.38 -2.36 2.51 -0.229
C -3.53 -1.33 2.47 -0.122
C -0.21 5.45 -1.60 -0.078
C 0.38 4.42 -2.30 -0.064
C -1.96 2.42 3.11 0.006
C 2.76 -1.35 3.13 -0.157
C -3.31 2.38 -3.57 -0.010
H -2.00 -1.72 6.06 0.116
H -3.68 1.71 -0.34 0.135
H 6.17 -1.53 4.98 0.109
H -4.53 -1.18 -4.41 0.103
H -2.96 -0.81 -2.55 0.093
H 4.95 -4.30 0.79 0.117
H -1.48 -3.97 5.02 0.115
H -0.21 1.91 4.24 0.130
H -3.01 -4.50 -1.42 0.123
H -2.41 3.04 3.87 0.125
H -0.87 -6.29 1.58 0.111
H 0.27 2.34 -2.84 0.091
H 1.33 0.51 3.67 0.129
H -1.63 -5.86 3.78 0.107
H -4.38 -1.54 5.73 0.105
H -5.39 -1.23 3.47 0.097
H 4.13 -5.00 3.04 0.116
H -4.53 3.03 -5.21 0.107
H 3.64 -2.80 -0.62 0.113
H -2.65 -4.33 -3.87 0.122
H 2.89 2.23 -2.52 0.081
H 1.89 0.83 2.06 0.141
H -3.97 -1.28 1.48 0.101
H -1.86 6.01 -0.35 0.108
H 1.28 4.61 -2.88 0.106
H -2.97 3.39 -3.35 0.115
H -2.35 -3.68 0.77 0.130
H 1.92 -1.70 5.10 0.102
H 0.12 -1.17 -3.12 0.101
H -3.01 0.09 -0.41 0.119
H -3.58 2.63 1.71 0.128
H 1.85 1.10 -3.45 0.067
H 3.93 -0.84 1.40 0.101
H 3.62 0.84 -3.37 0.083
H 0.80 -5.11 0.42 0.135
H 1.86 -4.45 3.77 0.136
H 6.08 -0.98 2.56 0.115
H 0.22 6.45 -1.62 0.106
H 0.37 -2.47 4.67 0.125
H -2.86 3.78 -0.33 0.108
H 4.05 -1.85 6.23 0.110
H -5.32 0.75 -5.75 0.105
H -1.04 -2.61 -4.73 0.121
H 1.22 -2.93 -0.22 0.118
H -0.85 -0.56 4.12 0.118

---

3.
109
Properties=species:S:1:pos:R:3:lowdin_charge:R:1 method="wB97M-V/def2-TZVPD" total_charge=-1 e_tot_ev=-120661.886
S -1.11 -1.36 3.00 0.632
S 0.00 2.29 -2.53 0.688
S 2.38 0.90 -0.79 0.893
P 0.21 2.20 1.37 1.142
P 1.45 -2.04 -0.05 1.125
Na -0.85 -0.40 0.20 0.002
O -2.55 0.56 1.27 -0.224
O 3.23 0.90 -2.03 -0.497
N -0.52 -0.80 -2.27 0.007
N -0.12 -0.20 -3.51 -0.022
N 0.71 1.37 -4.93 -0.004
N -1.60 -2.70 -0.60 0.048
N -3.32 -0.19 2.01 -0.212
C 1.68 3.15 0.76 -0.348
C -4.66 -0.02 1.89 -0.046
C 3.94 -2.17 1.32 -0.072
C -0.50 1.85 4.02 -0.137
C -0.28 1.70 5.38 -0.085
C -2.80 -0.08 -3.07 -0.071
C -3.12 5.40 1.06 -0.099
C 2.87 -1.69 -3.94 -0.057
C -1.30 4.45 2.30 -0.105
C 1.01 1.77 5.90 -0.100
C -1.09 3.50 1.31 -0.348
C -3.45 -3.87 0.43 -0.129
C 0.57 2.11 3.16 -0.365
C 3.39 -0.03 0.41 -0.336
C -3.91 -2.18 -1.22 -0.054
C 0.00 0.92 -6.13 -0.248
C 2.08 2.00 5.04 -0.095
C -5.57 -0.73 2.61 -0.093
C 1.52 -3.80 0.44 -0.371
C 1.90 4.48 1.13 -0.074
C 0.29 -2.02 -2.64 -0.184
C -2.93 4.45 0.07 -0.077
C -1.35 1.60 -6.30 -0.074
C 0.22 1.08 -3.68 -0.801
C 0.44 -1.46 -4.07 -0.163
C 2.76 -1.94 -2.50 -0.098
C -1.93 3.50 0.20 -0.108
C 3.08 -1.40 0.54 -0.333
C 1.99 -6.13 0.06 -0.091
C 2.97 5.21 0.62 -0.075
C 1.59 -2.07 -1.86 -0.323
C -2.30 5.40 2.18 -0.091
C 2.59 2.57 -0.13 -0.398
C -1.98 -1.00 -2.23 -0.264
C -3.73 -1.88 3.62 -0.117
C 4.49 0.53 1.03 -0.071
C -2.11 -3.60 0.24 -0.189
C 1.86 2.17 3.68 -0.086
C -2.79 -1.13 2.87 -0.689
C -2.49 -1.95 -1.38 -0.283
C 3.64 3.30 -0.67 -0.092
C 1.80 -1.43 -4.69 -0.044
C 3.84 4.62 -0.28 -0.074
C 1.07 -5.43 2.16 -0.081
C -5.08 -1.69 3.51 -0.105
C 1.04 -4.12 1.72 -0.122
C 1.54 -6.44 1.33 -0.097
C 5.04 -1.61 1.96 -0.078
C 5.32 -0.26 1.82 -0.081
C 1.98 -4.82 -0.38 -0.080
C -4.36 -3.11 -0.34 -0.128
H -2.94 -0.41 -4.11 0.068
H 2.70 2.35 3.03 0.094
H -0.29 -1.90 -4.75 0.146
H -2.45 6.13 2.97 0.096
H -0.68 4.45 3.19 0.101
H -3.58 4.43 -0.80 0.102
H 3.68 -1.94 -1.93 0.107
H 0.62 -3.34 2.34 0.041
H 1.54 -7.47 1.68 0.095
H 3.86 -1.68 -4.38 0.105
H -2.00 1.38 -5.45 0.055
H 4.66 5.18 -0.70 0.100
H -6.62 -0.55 2.47 0.092
H 3.08 2.05 5.44 0.095
H -1.84 1.24 -7.21 0.072
H -1.24 2.68 -6.37 0.075
H -4.92 0.74 1.16 0.129
H 3.11 6.24 0.92 0.100
H 1.17 1.64 6.96 0.093
H 3.73 -3.23 1.45 0.099
H -1.12 1.48 6.03 0.103
H 4.27 2.82 -1.41 0.107
H 0.70 -5.67 3.15 0.104
H 6.17 0.18 2.32 0.100
H -5.77 -2.29 4.10 0.094
H -4.62 -1.62 -1.81 0.081
H 0.97 2.35 -4.96 0.101
H -5.42 -3.27 -0.22 0.092
H -1.80 2.74 -0.57 0.041
H 1.89 -1.21 -5.74 0.097
H -1.49 1.75 3.61 0.099
H 4.71 1.58 0.91 0.102
H 1.21 4.96 1.80 0.098
H -3.32 -2.62 4.29 0.090
H -3.80 0.02 -2.64 0.063
H -2.38 0.93 -3.09 0.032
H -0.12 -0.16 -6.10 0.086
H 0.65 1.14 -6.98 0.113
H 2.34 -4.57 -1.38 0.097
H -1.37 -4.14 0.83 0.082
H 5.68 -2.24 2.57 0.101
H -3.77 -4.61 1.15 0.076
H -3.91 6.13 0.97 0.094
H -0.28 -2.94 -2.54 0.139
H 2.35 -6.92 -0.60 0.096

---

4.
113
Properties=species:S:1:pos:R:3:lowdin_charge:R:1 method="wB97M-V/def2-TZVPD" total_charge=-1 e_tot_ev=-87736.021
La 0.73 0.87 0.78 1.919
P -2.31 -1.14 -0.16 1.146
O 1.28 -2.12 1.60 0.104
O -1.02 -0.89 6.48 0.048
O 3.42 1.05 -2.13 -0.018
O 0.37 -0.26 -1.68 -0.224
O 4.67 0.49 -0.38 0.005
O 0.89 -2.26 -3.09 0.056
O -0.73 -1.29 2.21 -0.115
N 0.17 -0.21 4.17 0.024
N -0.48 1.66 -2.70 0.063
N -0.77 2.99 1.09 -0.027
N 0.84 0.62 3.39 -0.173
N -0.67 2.03 -1.43 -0.080
N 2.13 2.40 2.01 -0.175
C 3.92 4.28 3.02 -0.123
C -4.21 0.55 3.02 -0.068
C -2.53 -1.51 -2.86 -0.104
C -1.71 -1.80 5.78 -0.280
C -3.61 -0.84 1.12 -0.364
C -2.29 -2.92 3.74 -0.018
C -0.23 -4.49 0.83 -0.009
C 0.42 -0.11 -4.05 -0.086
C 0.60 0.11 -6.44 -0.107
C 3.67 4.21 1.60 -0.109
C -1.51 -1.96 4.40 -0.086
C -0.57 -1.13 3.67 -0.229
C -1.43 3.04 -1.24 -0.102
C -2.26 4.72 0.44 -0.036
C 2.34 2.46 3.42 -0.296
C 0.05 -2.20 1.54 -0.473
C -3.35 0.23 1.98 -0.101
C 5.61 0.90 -1.45 -0.479
C -2.00 -5.23 -0.60 -0.070
C 6.81 -0.01 -1.47 -0.016
C 0.77 -1.47 -4.15 -0.308
C -3.47 -3.50 5.74 -0.121
C 5.93 2.35 -1.06 -0.011
C -3.25 -3.67 4.41 -0.120
C 0.94 -1.24 -6.54 -0.095
C -4.36 -0.94 -4.26 -0.099
C -5.05 -0.49 -3.16 -0.091
C -0.72 3.49 2.32 -0.139
C 3.29 3.46 3.88 -0.077
C 4.56 -0.72 -3.20 0.002
C 0.12 0.46 -2.70 -0.432
C -0.72 -3.21 0.78 -0.173
C 1.05 -2.03 -5.41 -0.018
C 5.11 1.65 -3.82 -0.010
C -1.50 3.61 0.13 -0.241
C 2.74 3.26 1.21 -0.260
C -4.51 -0.59 -1.89 -0.078
C -1.44 4.60 2.68 -0.044
C -1.88 -2.91 0.05 -0.272
C -5.65 -1.22 2.29 -0.082
C -5.38 -0.18 3.16 -0.087
C -2.26 5.21 1.73 -0.060
C -3.08 -1.44 -4.13 -0.058
C -4.75 -1.60 1.29 -0.091
C -3.24 -1.15 -1.72 -0.360
C 4.72 0.74 -2.68 -0.500
C -2.49 -3.93 -0.67 -0.068
C -0.92 -5.52 0.20 -0.067
C 1.61 1.54 4.18 -0.155
C -2.70 -2.56 6.43 -0.019
C 0.30 0.65 -5.21 -0.039
B 3.36 0.74 -0.76 -0.532
H 3.53 3.54 4.92 0.084
H 0.81 -1.65 -2.31 0.060
H 6.25 2.40 -0.01 0.097
H -2.43 0.80 1.84 0.077
H -2.15 -3.10 2.68 0.088
H -0.01 1.68 -5.13 0.107
H 6.54 -1.05 -1.54 0.080
H 0.49 0.70 -7.33 0.086
H 2.55 3.15 0.15 0.076
H 4.62 5.04 3.40 0.091
H 7.48 0.20 -2.29 0.082
H -2.91 6.03 1.98 0.101
H 6.74 2.78 -1.69 0.090
H -2.90 5.20 -0.30 0.111
H -4.80 -0.83 -5.24 0.096
H -6.07 0.08 3.95 0.100
H -2.86 -2.39 7.51 0.114
H 6.18 1.53 -4.03 0.088
H 3.66 -0.74 -3.81 0.082
H 4.43 -1.35 -2.32 0.093
H -0.45 -0.36 5.88 0.073
H 5.03 2.93 -1.19 0.076
H -5.07 -0.26 -1.03 0.093
H -6.03 -0.05 -3.28 0.097
H -1.35 4.99 3.69 0.111
H 0.69 -4.71 1.39 0.138
H 1.28 -3.09 -5.49 0.112
H -0.09 2.95 3.03 0.078
H -3.84 -4.42 3.86 0.103
H 1.15 -1.67 -7.51 0.092
H -0.55 -6.55 0.31 0.111
H 4.93 2.70 -3.56 0.086
H -6.57 -1.76 2.44 0.097
H -2.48 -1.73 -4.99 0.111
H 5.41 -1.06 -3.79 0.082
H -3.28 -3.70 -1.35 0.099
H -2.47 -5.99 -1.22 0.109
H 4.55 1.44 -4.71 0.078
H -1.54 -1.93 -2.78 0.089
H -2.00 3.46 -2.07 0.118
H -4.21 -4.07 6.29 0.090
H 1.75 1.39 5.24 0.084
H -4.96 -2.46 0.68 0.107
H 7.39 0.13 -0.57 0.087
H 4.19 4.80 0.87 0.074
H -3.92 1.35 3.68 0.108